DFT (ωB97M-V/def2-TZVPD) results for C6H12O2 as an isolated structure.

```
20
Properties=species:S:1:pos:R:3:forces:R:3
C -1.86258 -0.30467 1.12693 -0.221 0.336 -0.008
C -0.96938 -2.22206 0.28350 -0.517 0.458 0.426
O -2.08875 0.46393 0.03316 0.075 -0.192 0.064
H -3.01532 0.37420 -0.22374 0.102 -0.019 0.096
H -1.91211 -1.55564 0.98014 0.440 -0.580 -0.425
H -0.86220 -0.06399 1.49502 0.085 -0.026 -0.109
H -0.63885 -1.72359 -0.61987 -0.019 0.053 -0.006
H -1.60820 -3.07713 0.06635 0.045 -0.028 -0.028
H -0.14785 -2.47893 0.94464 -0.003 0.002 0.006
C 1.01731 2.01830 0.48514 0.055 -0.061 -0.001
C 0.95584 0.55872 -1.65948 0.040 -0.008 0.047
C 1.36788 0.72565 -0.21523 -0.134 0.180 -0.123
C 1.96929 -0.24139 0.42365 0.188 -0.364 0.241
O 2.49320 -1.11414 1.00055 -0.156 0.298 -0.197
H 1.49470 2.86423 -0.01792 -0.029 -0.033 0.021
H 1.33731 2.02443 1.52728 -0.009 -0.010 -0.030
H -0.06459 2.17231 0.45503 0.033 0.011 0.005
H -0.13001 0.65251 -1.74346 0.040 -0.004 -0.013
H 1.25076 -0.40951 -2.06460 0.000 0.021 0.013
H 1.41357 1.33676 -2.27712 -0.015 -0.035 0.020
```
Forces are in eV/Å.

Values from the calculation:
**Energy above the lowest of the compared OMol25 structures with the same formula, charge and spin**: 131.15 kcal/mol
**Highest occupied orbital energy**: -7.9598 eV
**Calculated total energy**: -10506.620 eV
**E_LUMO**: 0.69 eV
**Orbital gap**: 8.65 eV
**Net charge**: 0

=====

DFT (ωB97M-V/def2-TZVPD) results for a 7-piece molecular cluster, C21H54ClNO5 overall in a non-equilibrium geometry.

```
82
Properties=species:S:1:pos:R:3:forces:R:3
C -7.20539 0.59412 1.97159 -3.088 0.425 4.518
C -6.32739 0.61612 0.81159 1.143 2.055 -2.450
C -4.92339 1.21112 1.16759 1.200 0.740 0.722
C -4.10239 1.53612 -0.12241 0.006 -3.805 0.236
N -2.61839 1.74812 0.03159 -1.851 1.385 1.742
C -2.06139 0.53312 0.57659 1.619 -4.652 1.713
C -1.11439 0.98112 1.73659 1.806 -1.231 -0.785
C -1.73839 2.19312 2.36959 0.309 -0.820 -2.348
C -2.26739 2.82112 1.06759 3.309 0.210 0.129
C -1.94139 2.02312 -1.25041 1.192 4.373 2.227
C -2.48039 3.32912 -1.87441 6.779 -3.798 -3.500
C -1.54039 3.64712 -3.15341 -2.082 -0.132 3.334
H -7.37739 1.72912 2.62559 -0.064 -3.476 -2.474
H -6.82739 -0.03388 2.80859 1.100 0.650 -0.393
H -8.10239 -0.18888 1.91459 0.838 2.673 -0.670
H -6.71539 1.09712 -0.19241 0.295 -0.327 2.179
H -6.24539 -0.39588 0.48659 0.720 -0.979 -0.196
H -4.48339 0.57812 2.05459 -0.409 1.015 -2.121
H -4.82939 2.27612 1.50359 -1.591 -0.817 0.956
H -4.63239 2.26712 -0.62741 -0.408 2.310 -0.629
H -4.23839 0.70812 -0.83141 0.674 -0.249 0.127
H -1.49539 -0.09488 -0.26741 -1.330 1.329 1.974
H -2.85539 -0.20588 1.12459 1.641 2.036 -1.904
H -0.03039 1.16112 1.37959 -1.770 -0.287 0.573
H -1.14939 0.24712 2.51859 0.750 -0.966 -0.067
H -0.89539 2.75712 2.84459 -1.541 -0.146 0.116
H -2.61439 1.78712 2.90559 0.623 0.955 0.688
H -1.51639 3.50212 0.64259 0.252 -0.826 -0.255
H -2.89639 3.51612 1.42059 -4.002 2.065 0.056
H -2.07039 1.20512 -1.76141 -1.379 -4.231 -3.584
H -0.83939 1.88812 -1.05741 -0.771 1.241 0.007
H -2.58539 4.04512 -1.24841 0.304 4.986 4.616
H -3.39739 3.25212 -2.20441 -4.803 -1.209 -2.157
H -1.83039 4.46212 -3.72141 -0.340 2.298 -0.458
H -1.89339 2.90612 -3.73841 -0.273 -2.980 -2.386
H -0.51239 3.56212 -2.99141 1.491 0.008 0.407
Cl 1.09261 -1.59188 -0.34041 -0.130 0.178 0.133
C 0.04061 -0.01688 -5.06241 0.709 2.164 -2.346
C 0.51161 -0.07788 -3.63741 1.096 2.546 -0.637
O -0.63339 -0.46288 -2.82241 -0.937 2.835 -5.211
H 0.83661 0.25712 -5.86241 -1.025 0.009 1.680
H -0.91939 0.46312 -5.39941 0.944 0.558 1.137
H -0.19739 -0.96188 -5.36141 -0.483 -3.133 -0.562
H 1.27461 0.89112 -3.37641 -2.953 -1.754 0.065
H 1.29061 -0.80788 -3.58941 0.154 -1.111 0.192
H -0.18339 -0.67888 -2.10041 2.502 -2.198 5.751
C 3.50161 2.92412 -0.84841 -1.070 1.428 5.882
C 2.93861 1.59112 -0.38341 2.383 -1.319 2.530
O 1.57161 1.46612 -0.59741 1.130 6.272 -2.345
H 3.44861 3.23912 -1.76641 -0.983 0.641 -5.778
H 4.50761 3.23712 -0.62841 0.913 -1.148 0.689
H 2.99561 3.80412 -0.31041 0.046 -1.284 -0.380
H 3.07161 1.47712 0.80659 0.292 0.352 -2.515
H 3.57961 0.75612 -0.84841 -1.220 0.870 0.476
H 1.24261 0.67912 -0.38441 -1.504 -5.737 1.360
C 1.71561 -6.07788 2.57359 -0.884 -2.357 -4.423
C 1.84661 -4.99988 1.47559 1.772 3.137 1.980
O 0.64461 -4.56988 1.00159 -2.642 0.969 -2.423
H 0.87561 -6.91388 2.18659 2.513 1.940 0.870
H 1.25561 -5.62988 3.36659 -0.851 1.003 2.474
H 2.70361 -6.52888 2.76659 -0.682 0.059 0.192
H 2.61761 -5.05088 0.72559 0.193 -1.446 -0.739
H 2.18861 -3.98588 1.89759 0.634 -1.501 0.808
H 0.75561 -3.71488 0.45259 -0.119 -1.765 1.198
C 4.29761 -0.69788 3.64159 0.826 -2.709 5.172
C 3.36461 -1.32588 2.68559 -1.182 1.247 0.113
O 2.35261 -0.38888 2.44759 4.102 3.378 9.282
H 4.46061 0.29012 3.59559 0.049 3.905 -1.671
H 5.42061 -1.03088 3.71159 -2.396 -0.424 -0.007
H 3.76861 -0.61688 4.70459 1.380 -0.990 -1.560
H 2.83961 -2.23588 2.98159 1.119 -0.457 -0.241
H 3.88361 -1.18988 1.81359 1.596 -1.901 -2.834
H 1.85161 -0.47288 1.78259 -5.528 -2.067 -8.250
C 5.11061 -3.24088 -0.60241 0.024 1.288 3.334
C 4.60161 -2.29288 -1.60341 0.116 -0.310 0.444
O 3.43361 -2.76588 -2.17741 -2.639 1.776 1.093
H 5.80461 -2.58888 -0.01041 0.102 -0.911 -0.225
H 5.65861 -3.93388 -1.15741 0.671 -2.044 0.026
H 4.34761 -3.56388 0.18659 0.921 -0.086 -1.495
H 5.43761 -2.23388 -2.29941 -0.319 0.895 -0.544
H 4.38261 -1.41588 -1.02141 0.191 1.270 -0.444
H 2.76361 -2.27188 -1.53241 0.824 -1.888 -2.193
```
Forces are in eV/Å.

Values from the calculation:
**Energy above the lowest of the compared OMol25 structures with the same formula, charge and spin**: 26.23 kcal/mol
**Highest occupied orbital energy**: -8.2557 eV
**Calculated total energy**: -46890.835 eV
**E_LUMO**: -0.04 eV
**Orbital gap**: 8.21 eV
**Net charge**: 0

=====

DFT (ωB97M-V/def2-TZVPD) results for one molecule with the formula C7H11N in a non-equilibrium geometry.

```
19
Properties=species:S:1:pos:R:3:forces:R:3
C -1.24913 2.41515 -1.27814 -0.925 -1.000 -1.844
C -0.14293 1.38699 -1.49511 0.335 0.010 1.103
C -0.12811 0.25495 -0.50117 -0.435 -1.670 0.064
C -1.05878 -0.75937 -0.27690 0.105 2.182 -0.688
N -0.56472 -1.63816 0.65078 -0.013 -0.033 -0.545
C 0.73186 -1.28145 0.95492 0.000 0.398 0.524
C 0.98972 -0.12016 0.27843 0.525 0.468 -0.168
C 1.52185 -1.92952 2.04774 -0.191 -0.208 0.265
H -1.23453 3.00435 -0.37302 0.132 0.041 0.100
H -1.33956 2.99696 -2.20266 0.454 0.711 0.436
H -2.19135 1.85734 -1.39655 -0.022 0.104 0.820
H 0.84848 1.84141 -1.39699 -0.111 0.162 -0.297
H -0.22543 0.97671 -2.49849 0.006 0.052 -0.152
H -2.06816 -0.66699 -0.65228 -0.098 -0.907 0.187
H -0.94016 -2.56833 0.72825 0.026 0.039 0.395
H 1.89245 0.47706 0.28326 0.108 -0.246 0.347
H 2.11349 -1.19623 2.59215 0.225 0.138 -0.322
H 0.86507 -2.32071 2.82990 -0.103 -0.236 -0.241
H 2.17994 -2.73000 1.70588 -0.016 -0.007 0.017
```
Forces are in eV/Å.

Values from the calculation:
**Energy above the lowest of the compared OMol25 structures with the same formula, charge and spin**: 14.79 kcal/mol
**Highest occupied orbital energy**: -7.7512 eV
**SMILES string**: CCc1c[nH]c(C)c1
**Calculated total energy**: -8927.087 eV
**E_LUMO**: 1.04 eV
**Orbital gap**: 8.79 eV
**Net charge**: 0

=====

What did the third record say?
DFT (ωB97M-V/def2-TZVPD) results for one molecule with the formula C7H11N in a non-equilibrium geometry.

```
19
Properties=species:S:1:pos:R:3:forces:R:3
C -1.24913 2.41515 -1.27814 -0.925 -1.000 -1.844
C -0.14293 1.38699 -1.49511 0.335 0.010 1.103
C -0.12811 0.25495 -0.50117 -0.435 -1.670 0.064
C -1.05878 -0.75937 -0.27690 0.105 2.182 -0.688
N -0.56472 -1.63816 0.65078 -0.013 -0.033 -0.545
C 0.73186 -1.28145 0.95492 0.000 0.398 0.524
C 0.98972 -0.12016 0.27843 0.525 0.468 -0.168
C 1.52185 -1.92952 2.04774 -0.191 -0.208 0.265
H -1.23453 3.00435 -0.37302 0.132 0.041 0.100
H -1.33956 2.99696 -2.20266 0.454 0.711 0.436
H -2.19135 1.85734 -1.39655 -0.022 0.104 0.820
H 0.84848 1.84141 -1.39699 -0.111 0.162 -0.297
H -0.22543 0.97671 -2.49849 0.006 0.052 -0.152
H -2.06816 -0.66699 -0.65228 -0.098 -0.907 0.187
H -0.94016 -2.56833 0.72825 0.026 0.039 0.395
H 1.89245 0.47706 0.28326 0.108 -0.246 0.347
H 2.11349 -1.19623 2.59215 0.225 0.138 -0.322
H 0.86507 -2.32071 2.82990 -0.103 -0.236 -0.241
H 2.17994 -2.73000 1.70588 -0.016 -0.007 0.017
```
Forces are in eV/Å.

Values from the calculation:
**Energy above the lowest of the compared OMol25 structures with the same formula, charge and spin**: 14.79 kcal/mol
**Highest occupied orbital energy**: -7.7512 eV
**SMILES string**: CCc1c[nH]c(C)c1
**Calculated total energy**: -8927.087 eV
**E_LUMO**: 1.04 eV
**Orbital gap**: 8.79 eV
**Net charge**: 0

=====

Which of these has the lowest E_LUMO? C21H54ClNO5

=====

The highest orbital gap belongs to which entry? C7H11N

=====

Look up the energy above the lowest of the compared OMol25 structures with the same formula, charge and spin of the first one. 131.15 kcal/mol